(1)
20
Properties=species:S:1:pos:R:3 method="wB97M-V/def2-TZVPD" total_charge=+1 e_homo_ev="-13.2 / -13.2" e_lumo_ha="-0.2360 / -0.2359" energy_ev=-25859.6140
C 1.0941 -2.0428 2.3847
C -0.1205 -2.1931 2.9577
C -1.7028 1.4422 -2.6727
C -0.4147 1.6789 -2.9637
C -0.2263 -0.7873 1.3528
C -0.5771 0.7342 -0.8828
C 1.6904 1.3157 -1.5502
N 1.0047 -1.1272 1.3427
N -0.9914 -1.3971 2.2488
N 0.2505 1.2623 -1.7687
N -1.7745 0.7822 -1.4115
Cl 0.4120 2.3581 -4.1570
H 2.0819 -2.3511 2.6118
H -0.5413 -2.7610 3.7674
H -2.5103 1.4876 -3.3613
H 2.0251 2.0284 -0.7198
H 2.1608 0.3251 -1.2921
H 2.0846 1.7893 -2.5089
H -1.9018 -1.3035 2.6175
H -2.6659 0.4734 -0.9550

(2)
18
Properties=species:S:1:pos:R:3 method="wB97M-V/def2-TZVPD" e_homo_ev="-8.9 / -9.1" e_lumo_ha="-0.0930 / -0.0034" energy_ev=-40032.9438
C 1.8150 -0.5476 0.2031
C 1.0032 0.3727 0.8418
C 2.8383 -0.1418 -0.6347
C 1.2105 1.7415 0.6472
C 3.0674 1.2212 -0.8445
C 2.2327 2.0537 -0.1809
C -3.3307 -1.6677 0.2019
P -2.4088 -0.0453 0.1877
S -3.8567 1.3295 0.3587
Cl -1.8141 -0.0246 -1.7595
H 1.6463 -1.6030 0.3573
H 0.1986 0.0567 1.4888
H 3.4664 -0.8607 -1.1402
H 0.5841 2.4739 1.1296
H 3.8543 1.5626 -1.4972
H -2.6515 -2.4587 -0.1094
H -3.6676 -1.8448 1.2198
H -4.1875 -1.6177 -0.4695

(3)
23
Properties=species:S:1:pos:R:3 method="wB97M-V/def2-TZVPD" total_charge=+1 e_homo_ev=-13.1 e_lumo_ha=-0.1742 energy_ev=-22311.5789
C 2.5256 -1.0695 -0.2882
C 1.9982 -0.5097 0.8211
C 1.1886 0.2597 -1.7142
C 0.5127 0.7952 -0.5895
C -0.6622 2.0411 0.8889
C -1.0240 -1.8708 0.0712
C -2.1068 -1.4726 -0.9013
N 2.0953 -0.7008 -1.4779
N -0.3045 1.8720 -0.4448
N -1.4756 2.8555 1.4136
N 0.2738 1.0589 1.5471
N 0.9295 0.3251 0.6645
O -0.5954 -1.0271 0.8006
F -2.1787 -0.1197 -1.0758
F -1.9210 -2.0688 -2.0868
H 3.4483 -1.6136 -0.2352
H 2.4950 -0.5552 1.8519
H 0.8090 0.3480 -2.7740
H -0.8365 -2.9115 0.2290
H -0.8981 2.2092 -1.2118
H -3.1548 -1.7044 -0.5053
H -1.4283 2.8966 2.4547
H 0.3099 0.9624 2.5623

(4)
19
Properties=species:S:1:pos:R:3 method="wB97M-V/def2-TZVPD" e_homo_ev=-10.0 e_lumo_ha=0.0078 energy_ev=-22750.3245
C 1.4275 -2.5466 -0.7148
C 0.2181 -2.3523 -0.1152
C 2.2555 -1.4632 -0.9450
C -0.3226 -1.0559 -0.1154
C 1.7390 -0.1786 -0.8573
C 0.3756 0.0748 -0.5757
C -1.9043 1.8741 1.7565
O -0.7869 2.4344 1.0455
F -2.2864 1.5105 -1.4171
F 0.4999 2.8734 -1.1848
Si -0.3061 1.7829 -0.3597
H 1.7580 -3.5213 -0.8064
H -0.2767 -3.2848 0.1194
H 3.1992 -1.5824 -1.1794
H -1.3300 -0.7965 0.3435
H 2.3362 0.7531 -1.0946
H -2.8090 2.2209 1.4246
H -1.8915 2.4353 2.6816
H -1.8956 0.8224 1.9944

(5)
21
Properties=species:S:1:pos:R:3 method="wB97M-V/def2-TZVPD" total_charge=-1 e_homo_ev=-3.1 e_lumo_ha=0.1204 energy_ev=-19223.6672
C -3.1798 -1.0670 -0.0914
C -3.6162 0.1838 -0.1428
C -1.0459 -0.5792 -0.1190
C 0.3364 -1.0430 0.2401
C -1.1551 0.6739 -0.8486
C 3.4371 0.9074 0.2113
C 2.7290 -0.5144 0.1711
N -1.9465 -1.4005 0.2446
N -1.9081 1.6625 0.0299
O -1.5264 1.7185 1.2524
O 0.5882 -2.0022 0.9469
O 1.3575 -0.3411 -0.3463
F -4.9201 0.4741 -0.3775
H -3.8941 -1.8166 -0.2020
H -0.1512 1.0026 -0.9594
H -1.9029 0.5095 -1.6388
H 4.0294 1.0818 -0.5745
H 2.6312 1.6020 0.3324
H 4.0981 0.7883 1.0968
H 2.7246 -0.6596 1.1939
H 3.3149 -1.1809 -0.4190

(6)
19
Properties=species:S:1:pos:R:3 method="wB97M-V/def2-TZVPD" e_homo_ev="-7.4 / -11.0" e_lumo_ha="0.0289 / -0.0857" multiplicity=3 energy_ev=-15686.2123
C 3.3726 -0.1290 0.8458
C -0.1724 -0.0032 -0.2893
C 2.1356 -0.7298 -1.2740
C 2.5621 -1.0274 0.1808
C 1.1990 0.3246 -0.6155
C -3.0675 0.2893 1.0304
C -2.3374 0.7682 -0.2093
N 4.0483 0.6904 1.2925
O -0.5512 -1.1188 -0.5446
O -0.9410 1.0632 -0.0948
F 1.7708 1.5259 -0.3874
H 2.9996 -0.3369 -1.8938
H 1.7112 -1.7006 -1.5615
H 2.3172 -1.9025 0.7513
H -2.6832 0.8905 1.8347
H -4.1565 0.5447 1.0315
H -2.9601 -0.7398 1.2404
H -2.8696 1.6664 -0.4305
H -2.3774 -0.0753 -0.9069

(7)
19
Properties=species:S:1:pos:R:3 method="wB97M-V/def2-TZVPD" e_homo_ev="-8.2 / -8.1" e_lumo_ha="-0.0440 / -0.0327" energy_ev=-24474.9875
C -0.5289 1.4015 -0.5625
C 0.6113 1.6589 0.3155
C -0.8563 0.1926 -1.0264
C 1.6157 0.7299 0.4486
C -0.1094 -0.9645 -0.5321
C 1.3073 -0.4975 -0.1901
C -2.2171 -1.4985 0.7662
N 3.8196 -0.9406 -0.0403
O -0.9032 -1.5739 0.6389
F -2.8744 -2.0846 -0.3026
S 2.5152 -1.6943 -0.4082
H -1.2363 2.2651 -0.9156
H 0.6296 2.6554 0.8274
H -1.7040 0.1066 -1.5656
H 2.4384 1.0088 1.0254
H -0.1189 -1.6753 -1.3468
H -2.5873 -0.5243 0.7523
H -2.3969 -2.0174 1.6240
H 4.5059 -1.6805 0.0815

(8)
18
Properties=species:S:1:pos:R:3 method="wB97M-V/def2-TZVPD" smiles=INC1(c2cccs2)CC1 e_homo_ev=-8.5 e_lumo_ha=-0.0029 energy_ev=-27811.0873
I -0.9444 2.5010 -2.4120
N 0.8287 1.5387 -1.7825
C 0.3712 0.1514 -0.7071
C 0.2047 0.4602 0.7613
C -0.8983 1.0558 1.3387
C -0.6536 1.2421 2.6967
C 0.5354 0.7833 3.2035
S 1.4362 0.0025 1.9790
C 1.1990 -1.0696 -1.0370
C -0.0870 -0.8447 -1.6947
H 1.3958 2.2646 -1.3215
H -1.7988 1.5247 0.9119
H -1.3893 1.8394 3.2278
H 0.9842 0.8951 4.1042
H 1.2081 -1.6826 -0.0878
H 2.0772 -1.1646 -1.6254
H -0.0946 -0.4088 -2.6756
H -0.9249 -1.5391 -1.5094

(9)
16
Properties=species:S:1:pos:R:3 method="wB97M-V/def2-TZVPD" total_charge=+1 e_homo_ev="-13.6 / -14.5" e_lumo_ha="-0.1350 / -0.3022" multiplicity=3 energy_ev=-8862.2786
C 0.6853 0.6855 0.5353
C -2.2221 -1.1977 0.1590
C -2.4529 0.9758 -0.4546
C -0.6684 0.3355 0.4712
C -2.0655 0.1425 0.7402
C -1.4408 -0.1774 -0.7554
C 2.7997 -0.1630 -0.2210
N 1.3934 -0.0589 -0.1858
H -1.6250 -2.0091 0.5949
H -3.2873 -1.2271 -0.1409
H -3.4520 0.9268 -0.9136
H -2.1424 2.0090 -0.3685
H 1.3764 1.3935 1.3447
H 2.9287 0.0171 -1.2951
H 3.3959 0.3890 0.4892
H 3.0394 -1.1457 0.0461

(10)
17
Properties=species:S:1:pos:R:3 method="wB97M-V/def2-TZVPD" e_homo_ev=-8.9 e_lumo_ha=0.0281 energy_ev=-10364.8434
C 2.4784 0.0161 0.0340
C -0.9734 -0.0672 1.1860
C -1.1348 -0.1982 -1.0705
C 0.0504 1.5106 -0.0727
C 0.2309 -1.0090 0.6702
C 0.1870 -0.9736 -0.7850
C 1.1959 -0.1286 -0.0310
N 3.5892 0.2599 0.0553
N -1.1100 0.7390 -0.0178
H -1.9026 -0.5507 1.3095
H -0.7266 0.5425 1.9316
H -1.4106 0.2552 -2.0121
H -1.9627 -0.8226 -0.8178
H 0.3565 2.0110 0.7754
H 0.4029 2.0086 -1.0009
H 0.5410 -1.7996 1.2112
H 0.1887 -1.7934 -1.3652

(11)
18
Properties=species:S:1:pos:R:3 method="wB97M-V/def2-TZVPD" smiles="CC1=Cc2nccn2[C@H]1O" e_homo_ev=-8.4 e_lumo_ha=0.0241 energy_ev=-12414.2820
C 2.6709 0.8518 0.1340
C 1.2316 0.4955 -0.0811
C 0.2977 1.3691 -0.2606
C -1.0258 0.7578 -0.1068
N -2.2155 1.1363 -0.2563
C -2.9630 0.0298 -0.0308
C -2.2085 -1.0456 0.2771
N -0.9181 -0.5777 0.1857
C 0.4269 -1.0941 0.3199
O 0.7261 -2.0748 -0.6399
H 3.0404 0.1100 0.9420
H 2.6341 1.8547 0.6049
H 3.3264 0.9934 -0.7666
H 0.4228 2.4246 -0.6280
H -4.0922 0.2404 -0.0160
H -2.3841 -2.0609 0.5217
H 0.8854 -1.4520 1.2377
H 0.1451 -1.9582 -1.4367

(12)
18
Properties=species:S:1:pos:R:3 method="wB97M-V/def2-TZVPD" smiles="c1ccn(C2=NCCO2)c1" e_homo_ev=-8.5 e_lumo_ha=0.0335 energy_ev=-12414.7963
C 3.0094 0.6613 0.1776
C 2.9683 -0.7220 -0.0602
C 1.6643 -1.0850 -0.1593
N 0.8930 0.0328 -0.0256
C -0.4829 0.1204 0.0836
N -1.1909 1.1903 -0.0781
C -2.5842 0.7514 -0.1579
C -2.5591 -0.7754 0.1919
O -1.1407 -1.0919 0.1339
C 1.7021 1.1226 0.1558
H 4.0155 1.1403 0.0559
H 3.7281 -1.4144 -0.0766
H 1.2876 -2.0249 -0.5275
H -3.0190 1.0859 -1.1448
H -3.3561 1.3837 0.3327
H -2.9820 -1.0687 1.1749
H -3.1884 -1.3797 -0.4043
H 1.2351 2.0733 0.3279